(1)
{
  "formula": "H2NO4P",
  "method": "wB97M-V/def2-TZVPD",
  "species": ["H", "O", "N", "O", "O", "O", "H", "P"],
  "coordinates": [[0.719, -1.340, 0.012], [-2.622, -0.408, -1.699], [0.682, -0.212, -0.010], [-2.528, 1.298, 0.292], [0.457, -0.052, 1.449], [-2.614, -1.291, 0.691], [-0.485, 0.043, 1.450], [-2.241, -0.149, -0.258]],
  "spin_multiplicity": 1,
  "homo_energy_ev": [1.2, 1.2],
  "gap_ev": [6.20, 6.20],
  "charge": -2,
  "de_lowest_kj_mol": 218.9,
  "e_lumo_ev": [7.38, 7.38]
}

=====

(2)
{
  "formula": "C12H11BrCl2O2Ti",
  "method": "wB97M-V/def2-TZVPD",
  "species": ["C", "C", "C", "H", "H", "H", "O", "C", "O", "H", "C", "H", "Br", "H", "H", "H", "C", "H", "C", "C", "C", "C", "Ti", "H", "H", "C", "Cl", "C", "Cl"],
  "coordinates": [[1.714, -0.357, -2.840], [2.851, 0.575, 2.659], [-2.107, -0.717, 1.904], [-0.303, -2.324, -0.989], [-3.004, 2.402, 1.018], [-3.974, 0.475, -0.643], [1.905, 0.642, 0.467], [-0.561, -0.670, -2.491], [2.979, -1.260, 1.111], [2.312, -1.797, -1.161], [-2.098, 0.685, 2.161], [-3.068, -1.912, 0.264], [0.138, 2.916, -1.656], [-1.672, -1.499, 2.542], [0.149, 0.792, -4.036], [-1.657, -0.676, -2.678], [0.131, -1.500, -1.581], [2.642, -0.161, -3.355], [-3.328, 0.318, 0.225], [-2.864, 1.328, 1.133], [-2.820, -0.947, 0.684], [2.571, -0.127, 1.326], [1.355, 0.994, -1.272], [-1.572, 1.182, 2.983], [3.785, 0.158, 3.065], [1.539, -1.229, -1.688], [1.436, 0.243, 3.691], [0.406, 0.119, -3.205], [3.112, 2.349, 2.360]],
  "spin_multiplicity": 2,
  "homo_energy_ev": [-2.6, -2.6],
  "gap_ev": [4.62, 4.40],
  "charge": -1,
  "s_squared": 0.755,
  "e_lumo_ev": [2.06, 1.84]
}

=====

Number 1: maximum force 3.43 eV/A. Number 2: maximum force 2.71 eV/A.